Entry 1:
16
Properties=species:S:1:pos:R:3:lowdin_charge:R:1 method="wB97M-V/def2-TZVPD" e_homo_ev=-3.78 energy_ha=-2445.13574 total_charge=-2 lumo_ev=4.29
Na 11.205 -13.908 -19.846 0.602
Cl 11.938 -10.629 -19.261 0.645
O 12.586 -9.413 -19.879 -0.419
O 11.472 -11.439 -20.270 -0.366
O 12.896 -11.343 -18.414 -0.377
O 10.832 -10.210 -18.406 -0.362
Cl 8.567 -13.362 -17.660 0.646
O 8.586 -13.251 -19.126 -0.418
O 8.259 -12.039 -17.149 -0.364
O 7.615 -14.359 -17.288 -0.358
O 9.948 -13.647 -17.359 -0.367
Cl 13.042 -16.816 -19.578 0.630
O 12.594 -15.850 -18.553 -0.392
O 12.618 -16.388 -20.868 -0.379
O 14.462 -16.650 -19.536 -0.368
O 12.504 -18.101 -19.231 -0.354

=====

Entry 2:
49
Properties=species:S:1:pos:R:3:lowdin_charge:R:1 method="wB97M-V/def2-TZVPD" e_homo_ev=-10.61 energy_ha=-1091.77319 total_charge=+1 lumo_ev=-4.43
C 0.365 1.052 -1.639 -0.184
C 0.057 1.926 -2.767 -0.170
N -0.087 2.540 -3.753 0.225
N 0.838 -0.228 -2.329 0.017
C 1.995 -0.846 -1.995 0.026
C 2.390 -2.000 -2.657 0.006
C 1.635 -2.483 -3.733 0.006
C 0.372 -1.929 -3.946 0.000
C -0.007 -0.791 -3.238 -0.008
H 1.218 1.441 -1.061 0.171
H 2.570 -0.353 -1.204 0.158
H 3.302 -2.493 -2.325 0.131
H 2.029 -3.256 -4.391 0.133
H -0.345 -2.334 -4.666 0.136
H -0.951 -0.266 -3.410 0.153
C -1.354 -2.462 -0.672 -0.006
C -0.618 -1.627 0.296 -0.214
N 0.015 -2.185 1.376 -0.054
C -0.079 -3.579 1.756 -0.002
C 0.724 -1.207 2.067 -0.160
C 0.568 0.017 1.357 -0.142
C 1.154 1.184 1.857 -0.029
C 1.664 1.148 3.157 -0.070
C 1.685 -0.049 3.899 -0.069
C 1.275 -1.266 3.334 -0.007
C -0.339 -0.260 0.275 -0.135
C -0.777 0.788 -0.715 -0.174
C -1.277 2.052 0.042 -0.168
C -1.857 1.909 1.310 -0.037
C -2.176 3.023 2.086 -0.055
C -2.035 4.311 1.552 -0.069
C -1.591 4.457 0.242 -0.064
C -1.191 3.340 -0.500 -0.036
H -2.011 -1.823 -1.276 0.085
H -0.664 -2.985 -1.358 0.087
H -1.969 -3.226 -0.177 0.091
H 0.411 -3.709 2.721 0.085
H -1.131 -3.873 1.841 0.099
H 0.400 -4.232 1.014 0.101
H 1.176 2.091 1.254 0.113
H 2.034 2.070 3.611 0.110
H 2.025 -0.022 4.936 0.109
H 1.347 -2.213 3.866 0.107
H -1.633 0.401 -1.314 0.157
H -2.006 0.915 1.741 0.128
H -2.520 2.889 3.109 0.112
H -2.290 5.186 2.153 0.111
H -1.530 5.442 -0.223 0.113
H -0.810 3.517 -1.500 0.083

=====

Entry 3:
15
Properties=species:S:1:pos:R:3:lowdin_charge:R:1 method="wB97M-V/def2-TZVPD" e_homo_ev=-9.60 energy_ha=-345.72991 total_charge=0 lumo_ev=-0.15
C -0.278 -1.745 -0.099 -0.072
C 0.084 1.685 -1.387 -0.007
C 0.248 -1.909 1.112 -0.064
C -0.489 0.691 0.875 -0.257
C 0.603 1.058 -0.133 -0.440
O -1.668 0.873 0.707 0.064
O 1.763 0.838 0.108 0.100
H 0.344 -1.562 -0.962 0.069
H -1.328 -1.900 -0.287 0.071
H -0.803 1.151 -1.727 0.088
H -0.227 2.707 -1.156 0.099
H 0.853 1.703 -2.157 0.089
H -0.360 -2.182 1.960 0.067
H 1.308 -1.811 1.285 0.067
H -0.050 0.403 1.860 0.125